[1]
The following is a quantum chemistry calculation of 2 unconnected molecules or ions with the total composition C5H13NO, from the OMol25 dataset.

Results
ΔE to the lowest compared entry with this formula, charge and spin ... 56.5 kcal/mol
E_LUMO ... 0.8 eV
Gap between HOMO and LUMO ... 10.667 eV
Highest occupied orbital energy ... -9.8 eV
Structure (SMILES) ... CC(N)=O.CCC

Geometry (Å):
C1 -0.951 2.487 -0.109
C2 -2.141 1.594 -0.316
N1 -2.291 0.401 0.426
O1 -3.107 1.867 -1.013
H1 -1.092 3.419 0.612
H2 -0.532 2.836 -1.112
H3 -0.181 1.831 0.524
H4 -3.104 -0.076 0.145
H5 -1.628 -0.144 0.905
C3 1.452 -0.051 0.256
C4 0.791 -1.408 -0.259
C5 1.723 -2.585 -0.156
H6 1.914 0.070 1.238
H7 0.803 0.774 0.313
H8 2.359 0.330 -0.327
H9 -0.234 -1.701 0.319
H10 0.524 -1.009 -1.216
H11 1.110 -3.518 0.438
H12 1.946 -2.815 -1.186
H13 2.641 -2.301 0.520

[2]
The following is a quantum chemistry calculation of 2 unconnected molecules or ions with the total composition C5H13NO, from the OMol25 dataset.

Results
ΔE to the lowest compared entry with this formula, charge and spin ... 16.2 kcal/mol
E_LUMO ... 0.9 eV
Gap between HOMO and LUMO ... 10.703 eV
Highest occupied orbital energy ... -9.8 eV
Structure (SMILES) ... CCC(N)=O.CC

Geometry (Å):
C1 1.083 1.711 0.710
C2 1.681 0.339 1.033
C3 1.750 -0.489 -0.226
N1 2.538 0.035 -1.249
O1 1.182 -1.548 -0.383
H1 1.556 2.275 -0.075
H2 0.799 2.297 1.598
H3 0.028 1.567 0.391
H4 2.696 0.465 1.438
H5 1.100 -0.314 1.688
H6 2.426 -0.193 -2.215
H7 3.148 0.803 -1.074
C4 -2.466 -0.982 -0.957
C5 -2.504 -0.639 0.539
H8 -3.100 -1.886 -1.026
H9 -2.910 -0.232 -1.611
H10 -1.553 -1.366 -1.410
H11 -2.557 -1.509 1.209
H12 -3.375 -0.060 0.765
H13 -1.522 -0.275 0.854

[3]
The following is a quantum chemistry calculation of C5H13NO in the gas phase, from the OMol25 dataset.

Results
ΔE to the lowest compared entry with this formula, charge and spin ... 49.3 kcal/mol
E_LUMO ... 0.8 eV
Gap between HOMO and LUMO ... 10.097 eV
Highest occupied orbital energy ... -9.3 eV
Structure (SMILES) ... CC(C)[C@H](N)CO

Geometry (Å):
C1 0.737 -1.618 -1.174
C2 1.069 -0.241 -0.547
C3 1.168 0.858 -1.682
C4 0.140 0.247 0.511
N1 0.395 -0.396 1.870
C5 -1.257 0.035 0.265
O1 -2.081 1.067 0.875
H1 -0.069 -1.684 -1.990
H2 0.190 -2.291 -0.441
H3 1.744 -1.902 -1.392
H4 2.079 -0.410 -0.104
H5 1.480 1.689 -1.230
H6 0.104 0.980 -1.978
H7 1.733 0.479 -2.557
H8 0.255 1.361 0.666
H9 1.310 -0.142 2.319
H10 -0.291 -0.028 2.482
H11 -1.619 -0.027 -0.795
H12 -1.596 -0.984 0.604
H13 -2.590 1.507 0.086

[4]
The following is a quantum chemistry calculation of 3 unconnected molecules or ions with the total composition C5H13NO, from the OMol25 dataset.

Results
ΔE to the lowest compared entry with this formula, charge and spin ... 103.3 kcal/mol
E_LUMO ... 0.9 eV
Gap between HOMO and LUMO ... 8.226 eV
Highest occupied orbital energy ... -7.4 eV

Geometry (Å):
C1 1.139 -0.188 -0.437
C2 -0.795 -0.101 0.399
C3 -0.992 -0.962 -0.686
C4 1.670 1.198 -0.146
C5 -1.385 1.272 0.429
N1 1.772 -1.247 0.260
O1 -2.759 -1.218 0.018
H1 -2.712 -1.988 0.599
H2 1.157 -0.380 -1.508
H3 -0.569 -0.558 1.357
H4 2.404 -1.824 -0.275
H5 2.150 -1.004 1.164
H6 -0.597 -1.969 -0.639
H7 -1.272 -0.539 -1.642
H8 2.717 1.277 -0.461
H9 1.619 1.431 0.919
H10 1.108 1.958 -0.688
H11 -1.514 1.676 -0.575
H12 -2.366 1.205 0.898
H13 -0.775 1.962 1.015

[5]
The following is a quantum chemistry calculation of C5H13NO in the gas phase, from the OMol25 dataset.

Results
ΔE to the lowest compared entry with this formula, charge and spin ... 75.3 kcal/mol
E_LUMO ... 0.9 eV
Gap between HOMO and LUMO ... 9.921 eV
Highest occupied orbital energy ... -9.1 eV
Structure (SMILES) ... CC(C)(C)CON

Geometry (Å):
C1 -1.526 0.766 0.405
C2 -0.390 -0.134 0.028
C3 -0.503 -1.306 0.872
C4 -0.574 -0.630 -1.453
C5 0.936 0.518 0.387
O1 1.924 -0.378 -0.015
N1 3.188 0.215 -0.272
H1 -1.620 1.716 -0.139
H2 -1.453 0.946 1.412
H3 -2.488 0.238 0.442
H4 0.462 -1.935 0.901
H5 -0.672 -1.077 1.934
H6 -1.314 -1.964 0.478
H7 0.123 -1.409 -1.744
H8 -0.353 0.131 -2.172
H9 -1.570 -0.894 -1.454
H10 0.839 0.733 1.391
H11 1.044 1.510 -0.095
H12 3.844 -0.029 0.467
H13 2.973 1.225 -0.301

[6]
The following is a quantum chemistry calculation of 2 unconnected molecules or ions with the total composition C5H13NO, from the OMol25 dataset.

Results
ΔE to the lowest compared entry with this formula, charge and spin ... 79.3 kcal/mol
E_LUMO ... 0.7 eV
Gap between HOMO and LUMO ... 8.755 eV
Highest occupied orbital energy ... -8.1 eV
Structure (SMILES) ... CC(C)=C(C)N.O

Geometry (Å):
C1 1.315 0.539 1.208
C2 0.795 -0.825 0.582
C3 1.451 -2.156 1.066
C4 -0.049 -0.523 -0.412
C5 -1.208 -1.482 -0.793
N1 -0.059 0.829 -0.889
H1 1.811 0.152 2.171
H2 2.092 1.240 0.698
H3 0.479 1.212 1.438
H4 0.859 -2.956 0.547
H5 2.494 -2.080 0.962
H6 1.362 -2.469 2.129
H7 -1.991 -0.774 -1.116
H8 -1.521 -1.909 0.164
H9 -1.029 -2.509 -1.474
H10 0.788 1.040 -1.358
H11 -1.058 0.806 -1.337
O1 -2.613 3.931 -1.285
H12 -1.903 3.258 -0.874
H13 -2.017 4.675 -1.428

[7]
The following is a quantum chemistry calculation of 2 unconnected molecules or ions with the total composition C5H13NO, from the OMol25 dataset.

Results
ΔE to the lowest compared entry with this formula, charge and spin ... 40.3 kcal/mol
E_LUMO ... 0.8 eV
Gap between HOMO and LUMO ... 10.612 eV
Highest occupied orbital energy ... -9.8 eV
Structure (SMILES) ... CC(N)=O.CCC

Geometry (Å):
C1 1.063 -1.379 -2.374
C2 1.100 0.098 -2.041
N1 2.215 0.521 -1.251
O1 0.211 0.832 -2.451
H1 0.950 -1.378 -3.449
H2 0.175 -1.935 -1.923
H3 2.134 -1.735 -2.338
H4 2.265 1.364 -0.638
H5 2.497 -0.252 -0.750
C3 -1.527 1.665 1.477
C4 -1.193 0.317 2.025
C5 -0.797 -0.858 1.203
H6 -0.686 2.401 1.411
H7 -1.849 1.573 0.461
H8 -2.224 2.158 2.078
H9 -2.078 0.053 2.539
H10 -0.588 0.350 3.088
H11 -1.497 -1.289 0.567
H12 -0.346 -1.764 1.737
H13 0.175 -0.741 0.630

[8]
The following is a quantum chemistry calculation of 2 unconnected molecules or ions with the total composition C5H13NO, from the OMol25 dataset.

Results
ΔE to the lowest compared entry with this formula, charge and spin ... 59.4 kcal/mol
E_LUMO (alpha / beta) ... -3.3 / -8.3 eV
Gap between HOMO and LUMO (alpha / beta) ... 10.024 / 4.959 eV
Highest occupied orbital energy (alpha / beta) ... -13.3 / -13.3 eV
Multiplicity ... 2
Total charge ... +1
Expectation value of S² ... 0.754

Geometry (Å):
C1 2.497 1.254 -1.769
N1 1.287 1.693 -1.069
C2 0.160 0.754 -0.924
C3 -1.241 1.272 -0.741
C4 -2.240 0.117 -0.649
C5 -2.518 -0.546 0.479
H1 3.087 2.135 -1.997
H2 3.049 0.493 -1.210
H3 2.211 0.759 -2.703
H4 0.918 2.515 -1.563
H5 0.135 0.193 -1.882
H6 0.500 -0.079 -0.291
H7 -1.462 2.014 0.034
H8 -1.438 1.669 -1.741
H9 -2.606 -0.264 -1.603
H10 -2.085 -0.153 1.387
H11 -3.190 -1.378 0.316
H12 1.124 -4.223 6.074
H13 0.994 -3.725 4.664
O1 0.819 -4.502 5.188